No. 1
C2H6O2Si | wB97M-V/def2-TZVPD

Each line ends with the Mulliken charge.
Positions of all 11 atoms, in Å:
1 C 0.926 1.586 0.187  -0.522
2 C 0.688 0.614 -0.687  -0.288
3 O -3.168 0.049 0.633  -0.593
4 O -1.889 0.270 0.244  0.087
5 Si -0.872 -0.404 -0.722  0.475
6 H 1.841 2.157 0.173  0.264
7 H 0.206 1.849 0.943  0.275
8 H 1.437 0.379 -1.433  0.326
9 H 0.991 -2.748 0.859  0.036
10 H 0.838 -2.168 1.357  -0.025
11 H -0.997 -1.584 -1.554  -0.036

The relative energy (zero: lowest compared OMol25 entry of this formula, charge and spin) is 178.0 kcal/mol. The LUMO energy (alpha / beta) is -1.0564 / -1.0558 eV. The multiplicity is 1. For the HOMO energy (alpha / beta), the calculation gives -7.8714 / -7.8827 eV. For the energy, the calculation gives -519.5391 a.u. For the orbital gap (alpha / beta), the calculation gives 6.8 / 6.8 eV.

***

No. 2
C19H23Br15F3INO2 | wB97M-V/def2-TZVPD

Each line ends with the Mulliken charge.
Positions of all 64 atoms, in Å:
1 O 2.952 0.493 2.825  -0.446
2 C 2.300 -0.481 3.055  0.549
3 O 2.632 -1.762 2.529  -0.375
4 C 1.638 -2.019 1.501  -0.508
5 C 2.138 -3.177 0.535  -0.867
6 C 1.787 -2.751 -0.940  0.012
7 C 0.425 -2.307 -1.224  -0.355
8 C 0.058 -1.935 -2.604  0.565
9 C -1.391 -1.461 -2.942  -0.855
10 C -1.425 0.141 -2.800  -0.332
11 C -2.395 0.617 -1.645  -0.785
12 I -4.442 -0.052 -1.895  0.152
13 C 1.100 -1.988 -3.645  -0.535
14 C 2.446 -2.428 -3.242  0.139
15 C 3.537 -2.418 -4.392  -0.895
16 C 3.771 -0.882 -4.757  -0.791
17 C 3.915 0.048 -3.510  0.906
18 F 2.714 0.586 -3.076  -0.227
19 F 4.659 1.152 -3.920  -0.281
20 F 4.637 -0.508 -2.474  -0.262
21 N 2.753 -2.790 -1.946  0.113
22 H 1.395 -0.437 3.758  -0.038
23 H 0.655 -2.262 1.993  0.349
24 H 1.564 -1.085 0.871  0.496
25 H 3.226 -3.397 0.683  0.373
26 H 1.588 -4.149 0.695  0.354
27 H -0.331 -2.249 -0.404  0.396
28 H -2.101 -1.957 -2.221  0.452
29 H -1.682 -1.734 -3.989  0.398
30 H -0.393 0.545 -2.562  0.216
31 H -1.704 0.593 -3.791  0.355
32 H -2.002 0.280 -0.642  0.261
33 H -2.407 1.746 -1.616  0.258
34 H 0.902 -1.706 -4.712  0.380
35 H 3.096 -3.003 -5.243  0.341
36 H 4.509 -2.865 -4.066  0.355
37 H 2.882 -0.523 -5.336  0.337
38 H 4.669 -0.737 -5.419  0.397
39 H 3.701 -3.090 -1.690  0.378
40 C -3.547 4.268 0.678  -0.403
41 Br -2.433 2.940 1.541  0.115
42 Br -2.682 5.030 -0.877  -0.082
43 Br -5.299 3.571 0.254  -0.004
44 H -3.689 5.075 1.390  0.381
45 C -0.163 7.662 0.991  0.224
46 Br 0.989 8.554 -0.281  -0.011
47 Br 0.851 6.670 2.307  -0.003
48 Br -1.407 8.892 1.820  -0.004
49 H -0.751 6.938 0.433  -0.191
50 C -8.477 -1.862 -0.385  -0.327
51 Br -8.115 -0.793 -1.957  -0.039
52 Br -8.171 -3.744 -0.712  -0.004
53 Br -7.489 -1.229 1.153  0.005
54 H -9.532 -1.746 -0.157  0.353
55 C 3.466 -0.579 6.940  -0.170
56 Br 1.670 -1.304 7.002  -0.036
57 Br 3.748 0.750 8.314  0.004
58 Br 4.802 -1.975 7.001  0.000
59 H 3.573 -0.076 5.983  0.182
60 C -1.717 0.587 5.469  -0.352
61 Br -0.540 0.208 3.974  0.061
62 Br -2.235 2.447 5.519  0.001
63 Br -3.250 -0.591 5.488  0.006
64 H -1.151 0.388 6.375  0.312

The LUMO energy is -3.9749 eV. The multiplicity is 1. For the HOMO energy, the calculation gives -11.5630 eV. For the energy, the calculation gives -40150.1808 a.u. For the orbital gap, the calculation gives 7.6 eV. The charge is +1.

***

No. 3
C6H15O3Tm | wB97M-V/def2-TZVPD

Each line ends with the Mulliken charge.
Positions of all 25 atoms, in Å:
1 H 2.377 0.234 2.008  -0.087
2 O 1.530 0.053 -1.466  -0.175
3 C 0.614 -0.573 -2.357  -0.455
4 C -0.778 -0.178 -1.936  -0.580
5 O -0.845 -0.330 -0.522  -0.061
6 C -2.057 0.099 0.089  -0.569
7 C -1.885 -0.064 1.578  -0.442
8 O -0.612 0.466 1.928  -0.142
9 C -0.367 0.556 3.355  -0.750
10 Tm 1.009 0.206 0.590  0.784
11 H 0.751 -1.664 -2.303  0.386
12 H 0.802 -0.229 -3.384  0.423
13 H -1.522 -0.828 -2.414  0.361
14 H -0.980 0.874 -2.190  0.388
15 H -2.889 -0.522 -0.269  0.351
16 H -2.234 1.153 -0.174  0.390
17 H -1.928 -1.124 1.869  0.393
18 H -2.674 0.493 2.102  0.414
19 H 0.637 0.972 3.487  0.379
20 H -1.094 1.245 3.804  0.315
21 H -0.478 -0.433 3.823  0.353
22 C 2.896 -0.080 -1.839  -0.724
23 H 3.494 0.412 -1.066  0.364
24 H 3.170 -1.143 -1.902  0.371
25 H 3.062 0.404 -2.811  0.312

The relative energy (zero: lowest compared OMol25 entry of this formula, charge and spin) is 0.0 kcal/mol. The LUMO energy (alpha / beta) is -8.3805 / -8.2948 eV. The multiplicity is 3. For the HOMO energy (alpha / beta), the calculation gives -16.8381 / -16.8430 eV. For the energy, the calculation gives -1547.8513 a.u. For the orbital gap (alpha / beta), the calculation gives 8.5 / 8.5 eV. As for the expectation value of S²: 2.0022. The charge is +2.

***

No. 4
C47H47AlNO23S | wB97M-V/def2-TZVPD

Each line ends with the Mulliken charge.
Positions of all 120 atoms, in Å:
1 C 3.115 6.694 -3.017  -0.617
2 O 2.567 5.533 -3.788  -0.300
3 C 1.263 5.920 -4.351  -0.420
4 C 0.281 4.668 -4.752  -0.279
5 C 1.050 3.231 -4.925  -0.340
6 C 0.060 2.010 -5.484  -0.498
7 Al -0.860 0.943 -3.989  -0.954
8 C -2.760 0.469 -4.714  -0.437
9 C -3.951 1.393 -4.073  0.148
10 N -4.861 1.943 -4.973  -0.811
11 C -0.923 1.996 -2.207  -0.005
12 C -1.864 1.281 -1.049  0.218
13 C -2.971 2.413 -0.547  -0.696
14 S -2.371 3.444 0.903  -0.220
15 O -0.036 -0.730 -3.628  0.110
16 C 1.132 -0.956 -4.501  0.724
17 O 1.056 -1.225 -5.830  -0.672
18 C 2.614 -0.926 -3.729  0.214
19 C 2.704 0.115 -2.435  0.024
20 C 4.087 0.220 -1.537  -0.433
21 C 5.349 -0.739 -1.989  -0.401
22 C 5.300 -1.745 -3.286  -0.411
23 C 3.909 -1.834 -4.159  -0.343
24 H 2.971 6.412 -1.871  0.201
25 H 2.585 7.707 -3.268  0.301
26 H 4.271 6.855 -3.199  0.211
27 H 1.463 6.649 -5.268  0.199
28 H 0.706 6.587 -3.538  0.287
29 H -0.591 4.603 -3.973  0.006
30 H -0.211 4.926 -5.796  0.275
31 H 1.675 2.887 -3.989  0.053
32 H 1.850 3.386 -5.798  0.426
33 H -0.729 2.512 -6.209  0.259
34 H 0.764 1.348 -6.179  0.255
35 H -2.988 -0.651 -4.377  0.187
36 H -2.759 0.448 -5.891  0.271
37 H -4.151 1.598 -2.938  0.184
38 H -4.577 1.651 -5.948  0.305
39 H -1.312 3.089 -2.485  0.128
40 H 0.139 2.154 -1.718  0.188
41 H -1.222 1.016 -0.086  -0.304
42 H -2.352 0.272 -1.401  0.251
43 H -3.238 3.144 -1.451  0.297
44 H -3.981 1.824 -0.330  0.285
45 H -1.384 2.625 1.541  0.098
46 H 1.765 0.766 -2.168  0.074
47 H 4.095 0.968 -0.634  0.308
48 H 6.322 -0.678 -1.330  0.242
49 H 6.230 -2.407 -3.581  0.270
50 H 3.818 -2.535 -5.091  0.334
51 C 5.419 0.353 3.887  -0.737
52 C 4.521 0.337 2.900  0.303
53 C 3.886 1.592 2.411  0.839
54 O 3.079 1.548 1.490  -0.475
55 C 4.259 2.854 3.069  -1.108
56 C 5.154 2.870 4.058  0.503
57 C 5.809 1.619 4.528  0.906
58 O 6.642 1.667 5.427  -0.622
59 O 5.506 4.052 4.683  -0.575
60 O 4.148 -0.849 2.294  -0.535
61 H 5.890 -0.551 4.251  0.439
62 H 3.776 3.757 2.716  0.471
63 H 6.170 3.801 5.361  0.342
64 H 3.489 -0.597 1.612  0.259
65 C -3.576 7.587 3.252  -0.826
66 C -2.358 7.228 2.842  0.320
67 C -1.649 7.981 1.770  0.925
68 O -0.523 7.638 1.428  -0.612
69 C -2.346 9.120 1.153  -0.916
70 C -3.565 9.477 1.560  0.425
71 C -4.262 8.741 2.651  0.911
72 O -5.375 9.104 3.016  -0.625
73 O -4.226 10.545 0.982  -0.570
74 O -1.708 6.143 3.401  -0.573
75 H -4.102 7.051 4.032  0.411
76 H -1.827 9.647 0.362  0.405
77 H -5.088 10.602 1.450  0.346
78 H -0.844 6.089 2.937  0.354
79 C -2.939 -2.754 1.014  -0.955
80 C -2.893 -3.381 2.191  0.386
81 C -1.624 -3.481 2.964  1.021
82 O -1.617 -4.047 4.052  -0.650
83 C -0.411 -2.891 2.378  -0.652
84 C -0.457 -2.267 1.199  0.208
85 C -1.731 -2.143 0.439  0.676
86 O -1.745 -1.548 -0.633  -0.453
87 O 0.680 -1.712 0.641  -0.436
88 O -4.024 -3.960 2.736  -0.587
89 H -3.855 -2.672 0.442  0.495
90 H 0.508 -2.986 2.942  0.462
91 H 0.388 -1.319 -0.210  0.094
92 H -3.733 -4.348 3.590  0.241
93 C -2.890 -8.936 7.422  -0.897
94 C -1.672 -9.295 7.012  0.356
95 C -0.964 -8.543 5.940  0.909
96 O 0.163 -8.885 5.597  -0.612
97 C -1.660 -7.404 5.322  -0.728
98 C -2.879 -7.047 5.730  -0.017
99 C -3.576 -7.782 6.820  0.890
100 O -4.689 -7.419 7.186  -0.626
101 O -3.541 -5.979 5.152  -0.399
102 O -1.023 -10.381 7.570  -0.567
103 H -3.416 -9.473 8.201  0.410
104 H -1.141 -6.877 4.532  0.542
105 H -4.402 -5.921 5.619  0.329
106 H -0.158 -10.434 7.107  0.351
107 C 0.138 -4.797 -2.086  -0.883
108 C 0.591 -5.445 -3.161  0.143
109 C 0.898 -6.902 -3.113  0.794
110 O 1.294 -7.474 -4.122  -0.629
111 C 0.713 -7.603 -1.833  -0.836
112 C 0.264 -6.954 -0.758  0.132
113 C -0.070 -5.504 -0.813  0.996
114 O -0.498 -4.938 0.187  -0.372
115 O 0.090 -7.606 0.449  -0.603
116 O 0.790 -4.787 -4.361  -0.504
117 H -0.091 -3.739 -2.108  0.759
118 H 0.957 -8.658 -1.808  0.427
119 H -0.244 -6.922 1.070  0.286
120 H 1.119 -5.472 -4.982  0.317

The LUMO energy is -0.6740 eV. The multiplicity is 1. For the HOMO energy, the calculation gives -5.3510 eV. For the energy, the calculation gives -4244.6251 a.u. For the orbital gap, the calculation gives 4.7 eV. The charge is -1.

***

No. 5
C2H4O2Rb | wB97M-V/def2-TZVPD

Each line ends with the Mulliken charge.
Positions of all 9 atoms, in Å:
1 Rb -14.161 8.604 -6.947  0.797
2 O -18.074 8.367 -4.227  -0.896
3 C -17.236 8.800 -3.262  -0.384
4 C -15.863 9.213 -3.725  -0.157
5 O -15.160 8.235 -4.380  -0.861
6 H -17.073 8.021 -2.454  0.152
7 H -17.667 9.692 -2.711  0.153
8 H -15.265 9.605 -2.860  0.140
9 H -16.044 10.119 -4.380  0.056

The relative energy (zero: lowest compared OMol25 entry of this formula, charge and spin) is 34.3 kcal/mol. The LUMO energy is 1.2642 eV. The multiplicity is 1. For the HOMO energy, the calculation gives -0.9273 eV. For the energy, the calculation gives -253.0532 a.u. For the orbital gap, the calculation gives 2.2 eV. The charge is -1.

***

No. 6
CH3FP2 | wB97M-V/def2-TZVPD

Each line ends with the Mulliken charge.
Positions of all 7 atoms, in Å:
1 C 2.645 -0.753 -0.192  0.363
2 F 3.197 -1.931 0.051  -0.163
3 P 2.454 0.803 -0.121  -0.201
4 P -0.809 0.077 -0.621  -0.109
5 H 0.026 1.619 -0.073  0.006
6 H -0.328 -1.096 -0.927  0.026
7 H -1.147 -0.291 0.791  0.078

The relative energy (zero: lowest compared OMol25 entry of this formula, charge and spin) is 103.3 kcal/mol. The LUMO energy is -0.2982 eV. The multiplicity is 1. For the HOMO energy, the calculation gives -8.5867 eV. For the energy, the calculation gives -822.2602 a.u. For the orbital gap, the calculation gives 8.3 eV.

***

No. 7
C4H9N2 | wB97M-V/def2-TZVPD

Each line ends with the Mulliken charge.
Positions of all 15 atoms, in Å:
1 C -2.497 0.644 0.047  -0.123
2 C -0.562 -1.408 -0.079  -0.275
3 C 2.082 0.050 0.245  -1.245
4 C 0.894 0.779 -0.323  -0.200
5 N -0.144 -0.006 0.248  -0.037
6 N -1.462 -0.043 0.104  -0.006
7 H -2.544 1.796 0.015  0.249
8 H -3.380 0.064 0.077  0.299
9 H -0.430 -1.800 -1.187  0.275
10 H -0.723 -2.253 0.549  0.297
11 H 2.060 -1.059 0.335  0.293
12 H 2.974 0.434 -0.077  0.442
13 H 2.156 0.255 1.267  0.401
14 H 0.634 1.844 0.142  0.302
15 H 0.943 0.703 -1.362  0.330

As for the SMILES: C=[N+]1CN1CC. The relative energy (zero: lowest compared OMol25 entry of this formula, charge and spin) is 134.2 kcal/mol. The LUMO energy is -4.3447 eV. The multiplicity is 1. For the HOMO energy, the calculation gives -14.7440 eV. For the energy, the calculation gives -266.8854 a.u. For the orbital gap, the calculation gives 10.4 eV. The charge is +1.

***

No. 8
C27H50MoN2O2P2S | wB97M-V/def2-TZVPD

Each line ends with the Mulliken charge.
Positions of all 85 atoms, in Å:
1 Mo -0.107 -0.478 -0.246  -0.415
2 C 0.711 -0.633 -1.975  0.293
3 O 1.229 -0.700 -3.048  -0.272
4 C 0.533 1.346 0.062  0.467
5 O 0.906 2.475 0.116  -0.239
6 P -2.079 0.723 -1.278  1.093
7 C -3.278 1.531 -0.124  0.267
8 H -4.080 1.881 -0.795  0.924
9 C -1.793 2.126 -2.481  0.760
10 H -0.950 2.654 -1.999  0.381
11 C -3.165 -0.569 -2.065  0.866
12 H -3.327 -1.280 -1.233  0.307
13 C 2.732 -2.809 0.443  0.647
14 P 2.139 -1.071 0.806  1.250
15 H 3.172 -1.061 2.924  0.995
16 H 1.847 -3.413 0.712  0.393
17 C 3.720 -0.106 0.488  0.884
18 H 4.512 -0.839 0.715  0.242
19 C -1.339 1.641 -3.853  -1.390
20 H -2.126 1.063 -4.354  0.316
21 H -0.425 1.037 -3.828  0.231
22 H -1.143 2.528 -4.471  0.511
23 C -2.967 3.098 -2.650  -1.387
24 H -2.670 3.850 -3.391  0.507
25 H -3.236 3.631 -1.735  0.377
26 H -3.854 2.580 -3.035  0.228
27 C -4.519 -0.021 -2.522  -1.697
28 H -5.073 0.498 -1.736  0.372
29 H -5.132 -0.874 -2.839  0.489
30 H -4.401 0.645 -3.387  0.355
31 C -2.482 -1.333 -3.207  -1.571
32 H -2.677 -2.410 -3.094  0.336
33 H -1.390 -1.203 -3.253  0.334
34 H -2.901 -1.029 -4.177  0.460
35 C -3.889 0.542 0.859  -2.290
36 H -4.523 -0.206 0.369  0.294
37 H -4.525 1.100 1.557  0.571
38 H -3.122 0.021 1.445  0.510
39 C -2.669 2.743 0.585  -1.593
40 H -1.979 2.441 1.383  -0.088
41 H -3.498 3.311 1.036  0.544
42 H -2.131 3.405 -0.103  0.433
43 C 3.928 -3.288 1.283  -1.649
44 H 3.843 -3.077 2.351  0.415
45 H 4.868 -2.850 0.927  0.450
46 H 4.014 -4.377 1.165  0.430
47 C 3.041 -3.038 -1.037  -1.716
48 H 4.055 -2.697 -1.288  0.400
49 C 1.408 0.149 3.241  -1.517
50 H 2.344 -2.544 -1.723  0.278
51 H 2.999 -4.119 -1.244  0.458
52 C 1.490 -2.353 3.278  -1.635
53 H 0.328 -0.014 3.351  0.123
54 H 1.816 0.321 4.247  0.470
55 H 1.558 1.067 2.662  0.335
56 C 2.099 -1.086 2.665  -0.043
57 H 1.605 -2.292 4.369  0.542
58 H 1.962 -3.284 2.950  0.400
59 H 0.418 -2.421 3.059  0.192
60 C 3.921 1.116 1.386  -1.385
61 H 3.145 1.869 1.197  0.282
62 H 4.891 1.567 1.135  0.483
63 H 3.936 0.875 2.453  0.359
64 C 3.850 0.322 -0.972  -1.473
65 H 3.727 -0.496 -1.688  0.292
66 H 4.855 0.744 -1.118  0.513
67 H 3.126 1.108 -1.221  0.275
68 H -1.837 2.158 3.654  0.244
69 H -2.094 1.504 3.893  -0.186
70 N -0.519 -3.645 -1.454  0.016
71 C -1.068 -3.506 -0.230  -0.049
72 N -1.043 -2.382 0.489  1.393
73 C -1.699 -2.573 1.735  -0.590
74 C -1.853 -1.602 2.735  -0.218
75 C -2.462 -1.998 3.944  -1.150
76 C -2.906 -3.308 4.135  -0.839
77 C -2.753 -4.267 3.131  -0.467
78 C -2.155 -3.888 1.930  0.948
79 S -1.832 -4.892 0.518  -0.037
80 H -0.579 -4.564 -1.867  0.325
81 H -0.137 -2.845 -1.955  -0.126
82 H -1.506 -0.578 2.595  0.161
83 H -2.589 -1.261 4.735  0.569
84 H -3.389 -3.590 5.074  0.509
85 H -3.099 -5.296 3.228  0.523

The LUMO energy (alpha / beta) is -15.5585 / -16.2024 eV. The multiplicity is 3. For the HOMO energy (alpha / beta), the calculation gives -21.3654 / -21.3327 eV. For the energy, the calculation gives -2466.2468 a.u. For the orbital gap (alpha / beta), the calculation gives 5.8 / 5.1 eV. As for the expectation value of S²: 2.0742. The charge is +4.